Record 1
Computed, not measured: a cluster of 2 separate species, C34H40N3O2 in total in a non-equilibrium geometry, with ωB97M-V/def2-TZVPD.

* relative energy (zero: lowest compared OMol25 entry of this formula, charge and spin): 293.10 kJ/mol
* charge: +1
* multiplicity: 1
* molar mass: 522.71 g mol⁻¹

```
79
Properties=species:S:1:pos:R:3:lowdin_charge:R:1
C 1.53 4.15 2.21 -0.001
N 1.31 3.35 1.03 -0.035
C 2.09 3.48 -0.09 -0.398
O 3.06 4.23 -0.21 0.079
C 1.59 2.46 -1.11 -0.155
C 2.72 1.51 -1.49 -0.077
C 3.20 0.74 -0.28 -0.207
C 4.18 1.30 0.56 -0.029
C 4.52 0.66 1.75 -0.064
C 3.93 -0.56 2.10 -0.073
C 3.02 -1.17 1.22 -0.062
C 2.69 -0.52 0.03 -0.061
N 0.52 1.78 -0.39 0.031
C 0.09 0.55 -0.75 -0.016
C -0.57 -0.29 0.13 -0.049
C -1.13 -1.54 -0.18 0.098
C -2.50 -1.81 0.14 -0.192
C -3.38 -2.68 -0.58 0.005
C -4.73 -2.81 -0.19 -0.050
C -5.20 -2.20 1.00 -0.034
C -4.36 -1.31 1.68 -0.051
C -3.04 -1.12 1.27 -0.014
C 0.22 2.39 0.92 -0.232
C -1.12 3.06 1.11 -0.028
C -1.56 4.09 0.37 -0.025
C -2.84 4.76 0.54 -0.220
C -3.15 5.90 -0.25 -0.032
C -4.39 6.53 -0.14 -0.071
C -5.34 6.05 0.78 -0.071
C -5.04 4.94 1.59 -0.074
C -3.80 4.30 1.48 -0.031
H 2.41 4.79 2.04 0.101
H 0.66 4.77 2.42 0.095
H 1.73 3.51 3.09 0.102
H 1.20 3.02 -1.98 0.175
H 2.39 0.86 -2.31 0.092
H 3.54 2.15 -1.85 0.141
H 4.62 2.26 0.28 0.122
H 5.26 1.13 2.40 0.112
H 4.18 -1.04 3.05 0.106
H 2.54 -2.12 1.46 0.103
H 1.95 -0.98 -0.64 0.081
H 0.26 0.28 -1.79 0.157
H -0.70 0.13 1.13 0.104
H -0.51 -2.33 -0.58 0.090
H -3.01 -3.23 -1.45 0.119
H -5.42 -3.43 -0.76 0.116
H -6.21 -2.37 1.37 0.117
H -4.69 -0.77 2.57 0.115
H -2.38 -0.48 1.84 0.106
H 0.33 1.64 1.73 0.152
H -1.71 2.67 1.95 0.104
H -0.91 4.48 -0.43 0.128
H -2.39 6.27 -0.95 0.114
H -4.62 7.40 -0.77 0.110
H -6.32 6.53 0.86 0.108
H -5.76 4.57 2.32 0.108
H -3.55 3.44 2.11 0.099
C 2.99 -1.88 -3.09 -0.083
O 2.24 -2.67 -2.18 -0.243
C 2.80 -3.95 -1.92 -0.162
C 1.97 -4.59 -0.81 -0.324
C 1.91 -6.12 -0.87 -0.117
C 0.42 -6.49 -0.65 -0.146
C -0.38 -5.18 -0.77 -0.215
N 0.60 -4.13 -0.84 -0.045
H 2.61 -0.86 -3.00 0.055
H 4.07 -1.87 -2.84 0.107
H 2.86 -2.22 -4.13 0.100
H 2.74 -4.59 -2.83 0.135
H 3.84 -3.87 -1.57 0.142
H 2.39 -4.27 0.15 0.128
H 2.19 -6.44 -1.87 0.107
H 2.57 -6.58 -0.13 0.117
H 0.11 -7.21 -1.41 0.110
H 0.28 -6.89 0.36 0.107
H -1.04 -5.23 -1.66 0.112
H -1.03 -5.02 0.11 0.105
H 0.42 -3.33 -1.43 0.074
```

=====

Record 2
Computed, not measured: a cluster of 3 separate species, C34H53BrN2O12PS in total in a non-equilibrium geometry, with ωB97M-V/def2-TZVPD.

* relative energy (zero: lowest compared OMol25 entry of this formula, charge and spin): 2.61 kJ/mol
* charge: -1
* multiplicity: 1
* molar mass: 824.74 g mol⁻¹

```
104
Properties=species:S:1:pos:R:3:lowdin_charge:R:1
C 4.51 -2.12 0.86 -0.100
C 3.53 -1.43 1.82 -0.258
C 3.99 -0.05 2.26 -0.223
C 3.66 1.06 1.25 -0.199
C 2.16 1.41 1.27 -0.187
C 1.81 2.33 0.10 -0.144
C 0.30 2.34 -0.31 -0.421
C 0.05 1.34 -1.45 -0.095
C 0.96 0.10 -1.53 -0.194
O 0.24 -1.01 -2.05 -0.150
C 0.04 -0.95 -3.45 -0.285
C -1.34 -1.51 -3.76 -0.064
O -0.38 2.17 0.92 -0.162
C -1.76 1.85 1.05 -0.619
S -2.03 2.58 2.75 0.893
C -2.66 2.55 0.05 -0.169
C -4.16 2.61 0.31 -0.180
C -4.69 3.91 0.95 -0.279
N -5.90 4.38 0.23 -0.021
C -2.01 0.30 1.16 -0.334
C -0.94 -0.40 2.02 -0.195
N -0.09 -1.36 1.29 0.015
O -3.27 0.16 1.76 -0.171
C -4.03 -1.03 1.65 -0.665
Br -3.21 -2.45 0.56 0.850
C -5.37 -0.67 1.01 -0.230
C -6.34 -1.82 0.80 -0.273
C -7.73 -1.28 0.48 -0.118
C -4.32 -1.57 3.11 -0.769
O -4.22 -2.78 3.31 -0.072
O -4.71 -0.66 3.85 -0.014
P 0.00 4.03 -1.07 0.491
O -1.04 4.09 -2.10 -0.257
O 1.42 4.55 -1.61 -0.123
O -0.30 5.02 0.14 -0.093
H 5.54 -1.87 1.10 0.065
H 4.34 -1.76 -0.15 0.061
H 4.36 -3.20 0.87 0.064
H 2.56 -1.40 1.31 0.075
H 3.37 -2.05 2.70 0.075
H 5.05 -0.06 2.50 0.096
H 3.46 0.21 3.18 0.112
H 4.23 1.95 1.54 0.110
H 3.97 0.76 0.25 0.106
H 1.97 1.95 2.19 0.123
H 1.60 0.48 1.24 0.068
H 2.06 3.34 0.43 0.105
H 2.44 2.15 -0.77 0.111
H -0.98 1.00 -1.50 0.111
H 0.19 1.89 -2.39 0.104
H 1.37 -0.20 -0.58 0.094
H 1.79 0.32 -2.20 0.118
H 0.79 -1.59 -3.92 0.117
H 0.12 0.07 -3.82 0.096
H -1.50 -1.56 -4.84 0.070
H -1.45 -2.50 -3.33 0.077
H -2.11 -0.88 -3.32 0.075
H -3.33 2.33 2.91 -0.113
H -2.32 3.59 0.00 0.081
H -2.50 2.18 -0.96 0.106
H -4.65 2.55 -0.66 0.111
H -4.53 1.77 0.89 0.076
H -3.92 4.68 0.93 0.100
H -4.96 3.70 1.99 0.092
H -6.43 3.55 -0.02 0.050
H -6.48 4.87 0.90 0.051
H -2.01 -0.08 0.14 0.106
H -1.50 -0.94 2.79 0.123
H -0.33 0.33 2.54 0.086
H -0.05 -2.23 1.81 0.070
H -0.46 -1.56 0.37 0.018
H -5.83 0.08 1.65 0.121
H -5.17 -0.22 0.03 0.114
H -6.38 -2.46 1.68 0.112
H -6.03 -2.44 -0.04 0.079
H -7.67 -0.58 -0.36 0.066
H -8.16 -0.74 1.32 0.070
H -8.41 -2.07 0.17 0.061
H 1.82 3.90 -2.20 0.079
H 0.32 4.90 0.86 0.091
C 1.33 1.15 -7.10 0.027
C 1.41 0.93 -8.41 0.021
C 2.53 0.15 -8.98 -0.388
O 2.61 -0.06 -10.18 0.103
C 3.55 -0.39 -8.04 0.019
C 3.47 -0.16 -6.73 0.024
C 2.35 0.62 -6.16 -0.379
O 2.26 0.82 -4.97 0.095
H 0.52 1.72 -6.66 0.126
H 0.68 1.31 -9.11 0.122
H 4.36 -0.96 -8.48 0.121
H 4.20 -0.54 -6.03 0.123
C 4.12 -3.78 5.10 0.026
C 4.09 -5.01 5.60 0.024
C 5.33 -5.70 6.04 -0.389
O 5.30 -6.82 6.49 0.101
C 6.61 -4.96 5.89 0.015
C 6.64 -3.73 5.39 0.020
C 5.40 -3.04 4.96 -0.374
O 5.43 -1.92 4.50 0.110
H 3.23 -3.25 4.78 0.120
H 3.16 -5.56 5.72 0.124
H 7.50 -5.48 6.22 0.119
H 7.56 -3.17 5.28 0.120
```

=====

Record 3
Computed, not measured: a cluster of 2 separate species, C4H12 in total in a non-equilibrium geometry, with ωB97M-V/def2-TZVPD.

* relative energy (zero: lowest compared OMol25 entry of this formula, charge and spin): 72.04 kJ/mol
* SMILES: CC.CC
* multiplicity: 1
* molar mass: 60.14 g mol⁻¹

```
16
Properties=species:S:1:pos:R:3:lowdin_charge:R:1
C -1.96 0.21 -0.60 -0.170
C -0.75 1.05 -1.01 -0.168
H -2.76 0.92 -0.38 0.063
H -2.21 -0.52 -1.35 0.063
H -1.80 -0.29 0.35 0.045
H -1.18 1.92 -1.51 0.067
H 0.02 0.44 -1.51 0.065
H -0.15 1.24 -0.11 0.022
C 1.73 0.10 0.78 -0.162
C 1.01 -1.27 0.72 -0.164
H 2.46 0.01 1.58 0.065
H 1.99 0.40 -0.22 0.059
H 0.97 0.78 1.20 0.052
H 0.84 -1.66 1.72 0.062
H 1.64 -2.08 0.29 0.071
H 0.15 -1.28 0.06 0.029
```

=====

Record 4
Computed, not measured: the molecule C6H10 in a non-equilibrium geometry, with ωB97M-V/def2-TZVPD.

* relative energy (zero: lowest compared OMol25 entry of this formula, charge and spin): 694.09 kJ/mol
* multiplicity: 1
* molar mass: 82.15 g mol⁻¹

```
16
Properties=species:S:1:pos:R:3:lowdin_charge:R:1
C -2.23 1.16 -0.45 -0.048
C -1.45 0.11 0.23 -0.197
C 0.08 -0.08 0.01 -0.374
C 0.17 -0.09 -1.40 0.073
C 2.39 -0.65 0.67 -0.120
C 0.92 -0.48 1.00 -0.124
H -1.85 -0.23 -0.84 0.142
H -3.27 0.93 -0.61 0.046
H -2.08 2.23 -0.25 0.059
H 2.74 0.32 0.28 0.076
H -1.68 -0.24 1.25 0.130
H -0.42 0.67 -1.93 0.060
H 1.14 -0.33 -1.84 0.064
H 2.55 -1.40 -0.11 0.068
H 3.00 -0.91 1.53 0.060
H 0.58 -0.55 2.02 0.086
```

=====

Record 5
Computed, not measured: a cluster of 2 separate species, C19H19N2S3 in total in a non-equilibrium geometry, with ωB97M-V/def2-TZVPD.

* charge: +1
* multiplicity: 1
* molar mass: 371.58 g mol⁻¹

```
43
Properties=species:S:1:pos:R:3:lowdin_charge:R:1
C -1.49 2.01 -4.87 -0.023
C -1.12 0.68 -4.75 -0.045
C -1.42 -0.03 -3.62 -0.038
C -2.12 0.58 -2.54 -0.336
C -2.49 -0.15 -1.40 -0.664
S -3.25 0.77 -0.11 1.076
C -3.38 -0.36 1.26 -0.454
C -3.72 -1.78 0.85 -0.282
C -2.54 -2.47 0.17 -0.453
S -2.17 -1.87 -1.46 1.076
C -2.44 1.96 -2.68 -0.027
C -2.14 2.65 -3.83 -0.042
H -1.25 2.56 -5.77 0.120
H -0.59 0.19 -5.56 0.118
H -1.14 -1.06 -3.54 0.077
H -2.42 -0.34 1.78 0.057
H -4.12 0.05 1.95 0.099
H -4.06 -2.36 1.72 0.131
H -4.57 -1.76 0.16 0.120
H -1.64 -2.35 0.78 0.089
H -2.71 -3.55 0.09 0.097
H -2.95 2.46 -1.87 0.079
H -2.41 3.68 -3.91 0.119
C 4.56 -0.47 4.02 -0.076
C 4.27 -0.38 2.68 -0.013
C 2.98 -0.03 2.29 -0.215
C 2.00 0.23 3.26 -0.443
C 2.31 0.15 4.60 -0.088
C 3.59 -0.21 4.98 -0.084
S 0.44 0.64 2.49 1.050
C 1.12 0.49 0.87 -0.587
N 0.74 0.62 -0.36 0.016
C 1.82 0.33 -1.22 -0.217
C 3.05 -0.02 -0.35 -0.086
N 2.46 0.12 0.99 -0.055
H 5.56 -0.75 4.34 0.109
H 5.02 -0.59 1.93 0.111
H 1.55 0.35 5.34 0.110
H 3.84 -0.28 6.02 0.108
H 1.54 -0.51 -1.88 0.106
H 2.01 1.20 -1.87 0.115
H 3.41 -1.05 -0.49 0.122
H 3.88 0.68 -0.47 0.124
```

=====

| no. | E_LUMO (eV) |
| --- | --- |
| 1 | -5.00 |
| 2 | -0.51 |
| 3 | 1.16 |
| 4 | -1.58 |
| 5 | -4.97 |